No. 1
Density functional theory data (wB97M-V/def2-TZVPD) for a structure of composition C70H165BBeN11O30 in a non-equilibrium geometry.

The geometry in XYZ format:
```
278
C70H165BBeN11O30 (wB97M-V/def2-TZVPD)
Be 5.27572 0.25132 4.08307
O 9.27206 3.38488 -6.53563
C 8.53205 2.64638 -5.89033
O 8.86585 1.85852 -4.85536
B 7.64788 1.12757 -4.38605
O 6.50906 1.59629 -5.24266
C 7.00514 2.52923 -6.06315
O 6.41095 3.16855 -6.94004
O 7.39017 1.38571 -3.02005
C 7.28053 0.26471 -2.28020
O 7.16359 0.11827 -1.06273
C 7.66587 -0.89190 -3.21771
O 7.84868 -0.34610 -4.43802
O 7.82365 -2.04690 -2.76671
C 15.89107 5.65208 3.99894
O 15.08788 5.33526 2.88141
C 15.58483 5.94376 1.70900
C 15.06794 5.17649 0.46893
N 13.62053 5.13918 0.36887
C 13.21458 4.23626 -0.70426
C 13.39351 2.73718 -0.38062
O 12.93744 2.40946 0.95082
C 12.96420 0.94499 1.17902
H 15.87606 4.91534 4.80212
H 15.53566 6.62420 4.34064
H 16.96586 5.77971 3.87002
H 16.66596 5.88663 1.58247
H 15.32018 7.00106 1.72169
H 15.46057 4.15969 0.47787
H 15.51537 5.70701 -0.37158
H 13.39323 6.05414 0.00652
H 13.72943 4.43331 -1.64458
H 12.17625 4.46377 -0.94552
H 14.43395 2.45229 -0.53693
H 12.87743 2.12961 -1.12401
H 14.01285 0.67377 1.05704
H 12.40252 0.35633 0.45372
H 12.77192 0.78652 2.24016
C 16.47070 2.22003 -6.33329
O 16.60916 1.07064 -5.54956
C 15.88562 -0.05051 -6.07304
C 16.42125 -1.41876 -5.64350
N 17.68976 -1.54823 -6.29153
C 18.43270 -2.65593 -5.63112
C 19.85597 -2.79016 -6.22010
O 20.55661 -1.60197 -5.94618
C 21.89792 -1.54293 -6.49665
H 16.95524 3.06597 -5.84572
H 15.44850 2.41252 -6.65911
H 17.02870 2.09070 -7.26066
H 15.87241 -0.01483 -7.16238
H 14.84019 0.03902 -5.77779
H 15.71340 -2.16142 -6.01158
H 16.48836 -1.46503 -4.55654
H 18.26768 -0.74659 -6.08300
H 17.97417 -3.64408 -5.66867
H 18.53029 -2.37356 -4.58285
H 19.78476 -2.92354 -7.29957
H 20.37526 -3.62776 -5.75443
H 22.53710 -2.29943 -6.04139
H 22.43885 -0.60481 -6.37246
H 21.87766 -1.65114 -7.58108
C 8.34403 10.88537 -10.07405
O 7.82012 11.78367 -11.06174
C 8.25291 11.50476 -12.38025
C 7.99279 12.77982 -13.20271
N 8.74713 13.88727 -12.63939
C 8.42778 15.18165 -13.20235
C 9.14593 16.37169 -12.51719
O 8.79440 16.55273 -11.19510
C 7.56626 17.28440 -11.04928
H 7.88474 11.11063 -9.11154
H 9.40403 11.09536 -9.93120
H 8.18820 9.84758 -10.36867
H 7.68792 10.66132 -12.77711
H 9.32564 11.31706 -12.42626
H 6.93683 12.98715 -13.02928
H 8.20960 12.54047 -14.24377
H 8.56666 13.90409 -11.64579
H 7.35523 15.35997 -13.12526
H 8.70267 15.26307 -14.25397
H 8.83490 17.21661 -13.13156
H 10.22747 16.26281 -12.59784
H 7.32913 17.25086 -9.98592
H 6.72123 16.81609 -11.55394
H 7.65029 18.34033 -11.30628
C 1.00626 4.04787 -5.96727
O -0.33703 4.04743 -6.37248
C -0.70279 2.95356 -7.21130
C 0.06279 2.86811 -8.59618
N -0.34654 3.98438 -9.51391
C 0.23772 3.98381 -10.85981
C 1.64605 4.56840 -10.85260
O 1.38222 5.93376 -10.58393
C 2.52396 6.60981 -10.09997
H 1.80157 4.16312 -6.70368
H 1.32571 3.13772 -5.45965
H 1.14206 4.85500 -5.24743
H -1.75843 3.05614 -7.46266
H -0.52090 1.98297 -6.74982
H -0.25821 1.96005 -9.10657
H 1.14510 2.80649 -8.48258
H 0.10563 4.80201 -9.13032
H -0.42295 4.59925 -11.47042
H 0.22226 3.03388 -11.39414
H 2.13885 4.37013 -11.80441
H 2.20891 4.11176 -10.03850
H 2.56152 7.67180 -10.34257
H 3.43848 6.14909 -10.47347
H 2.59447 6.49085 -9.01878
C 16.04529 -4.84258 -0.58091
O 14.81689 -5.10874 -1.21820
C 14.00103 -6.14121 -0.67616
C 12.70484 -6.38739 -1.53007
N 13.06405 -6.86474 -2.87545
C 12.11294 -6.63705 -3.97689
C 10.85109 -7.46235 -3.84290
O 10.02846 -7.19326 -4.96645
C 8.89866 -7.97175 -5.03297
H 16.74138 -5.67276 -0.70075
H 15.91362 -4.52395 0.45313
H 16.44570 -3.93659 -1.03581
H 13.68216 -5.83546 0.32030
H 14.55255 -7.04887 -0.43111
H 12.11959 -5.46840 -1.56213
H 12.14482 -7.20061 -1.06838
H 13.99466 -6.48235 -2.96398
H 12.68370 -6.87534 -4.87440
H 11.91733 -5.56500 -4.00012
H 10.34462 -7.16386 -2.92502
H 11.02263 -8.53005 -3.70610
H 8.44541 -7.79932 -6.00914
H 8.12486 -7.99725 -4.26571
H 9.16143 -9.02939 -5.05403
C 1.91013 0.11722 1.40495
O 2.14396 -0.27361 2.74002
C 0.85981 -0.53860 3.31016
C 0.99979 -0.96196 4.72303
N 1.88142 -0.07436 5.55914
C 1.20865 1.18468 5.91255
C 2.09109 2.12172 6.70150
O 3.16566 2.44285 5.77353
C 3.85410 3.70530 5.98882
H 1.12231 -0.38497 0.84348
H 2.72338 -0.21124 0.75778
H 1.91067 1.20679 1.37404
H 0.28197 -1.29637 2.78103
H 0.24581 0.36200 3.30396
H 1.45796 -1.94153 4.58653
H 0.00905 -1.08297 5.16108
H 1.98422 -0.65171 6.38146
H 0.30130 1.14710 6.51538
H 0.84346 1.77300 5.07076
H 2.42152 1.58293 7.58954
H 1.59752 3.05282 6.97994
H 4.79507 3.77722 5.44338
H 4.11096 3.88426 7.03289
H 3.34153 4.65812 5.85651
C 3.83231 -2.27498 -9.03083
O 2.68251 -2.20108 -9.80828
C 2.65402 -2.77784 -11.12433
C 2.87837 -1.72962 -12.23890
N 4.29222 -1.57911 -12.68365
C 4.47680 -0.41922 -13.56161
C 3.58021 -0.30052 -14.84320
O 2.21320 0.05782 -14.63418
C 1.27760 0.05203 -15.70400
H 4.08192 -3.28666 -8.71099
H 3.81216 -1.56959 -8.20010
H 4.66139 -2.01300 -9.68817
H 1.60310 -3.06461 -11.16191
H 3.18196 -3.72705 -11.21580
H 2.50708 -0.74307 -11.96146
H 2.26181 -2.00689 -13.09392
H 4.83905 -1.43033 -11.84762
H 5.50479 -0.33996 -13.91526
H 4.32484 0.48506 -12.97229
H 3.62228 -1.21481 -15.43515
H 4.00880 0.43148 -15.52775
H 1.67887 0.45802 -16.63259
H 0.35378 0.54187 -15.39623
H 1.09711 -0.99382 -15.95241
C -5.15406 -4.02364 2.98124
O -4.08386 -4.92917 2.68053
C -3.63318 -5.70080 3.84291
C -2.79063 -6.94850 3.41026
N -1.54279 -6.44930 2.81671
C -0.79309 -7.44439 2.09592
C 0.54515 -6.99860 1.41465
O 0.27716 -6.18979 0.32160
C 1.40622 -6.06263 -0.47907
H -6.09556 -4.51543 3.22587
H -5.35157 -3.37156 2.13043
H -4.88264 -3.29942 3.74931
H -4.52488 -6.04697 4.36553
H -3.16826 -5.04169 4.57606
H -3.36090 -7.49126 2.65639
H -2.60812 -7.67730 4.19998
H -1.78061 -5.63928 2.26228
H -1.42033 -7.89555 1.32706
H -0.57339 -8.26141 2.78316
H 1.09968 -7.88280 1.10029
H 1.29610 -6.54091 2.05862
H 1.37745 -5.09994 -0.98944
H 1.51526 -6.80008 -1.27430
H 2.33250 -6.07783 0.09528
C 6.26237 -9.44759 -13.70821
O 7.45478 -8.80439 -14.16333
C 7.18537 -7.80678 -15.13128
C 6.44549 -6.60655 -14.62296
N 7.34494 -5.57132 -14.08333
C 8.20419 -6.16309 -13.09023
C 9.04348 -4.99857 -12.45994
O 8.25603 -4.23615 -11.57140
C 8.95439 -3.29921 -10.72427
H 5.81203 -8.76124 -12.99112
H 6.55801 -10.40542 -13.28013
H 5.56952 -9.76544 -14.48734
H 6.62977 -8.32281 -15.91430
H 8.14982 -7.56417 -15.57745
H 5.70708 -6.85054 -13.85920
H 5.81672 -6.21241 -15.42134
H 6.76716 -4.91801 -13.57398
H 8.93604 -6.85064 -13.51422
H 7.64183 -6.61576 -12.27357
H 9.37610 -4.35284 -13.27264
H 9.91493 -5.39448 -11.93846
H 9.71450 -2.70444 -11.23081
H 9.38928 -3.82662 -9.87527
H 8.22845 -2.57148 -10.36159
C 9.33510 -7.75610 4.10389
O 9.05149 -6.31646 4.08342
C 7.71439 -6.01591 3.55171
C 7.29964 -4.51136 3.65021
N 6.83091 -3.98976 4.91023
C 7.85134 -4.03694 5.92699
C 7.45817 -3.32076 7.27168
O 7.08384 -1.95560 7.04065
C 7.31132 -1.08415 8.13050
H 10.39515 -7.91349 4.30299
H 9.03718 -8.19862 3.15335
H 8.85276 -8.27149 4.93443
H 7.02978 -6.66144 4.10189
H 7.76491 -6.25227 2.48885
H 6.41975 -4.41497 3.01413
H 8.08266 -3.90320 3.19732
H 6.18903 -4.69977 5.23268
H 8.72899 -3.60799 5.44344
H 8.11912 -5.08287 6.07684
H 8.19925 -3.45768 8.05917
H 6.60686 -3.81589 7.73881
H 6.94864 -0.06817 7.97443
H 8.38229 -1.08176 8.33334
H 6.89584 -1.53290 9.03278
C 12.31935 7.23606 -16.33779
O 12.56337 6.77251 -17.66698
C 13.60494 5.76738 -17.87443
C 13.27818 4.37394 -17.23989
N 12.02067 3.85321 -17.71825
C 11.50459 2.61564 -17.09897
C 11.17358 2.88422 -15.61689
O 10.33427 4.05294 -15.46682
C 10.12435 4.40617 -14.06643
H 11.46833 7.91708 -16.34497
H 13.16691 7.81909 -15.97746
H 12.24771 6.37951 -15.66748
H 14.50616 6.17145 -17.41331
H 13.70180 5.70787 -18.95848
H 13.28781 4.46181 -16.15348
H 14.03635 3.63430 -17.49718
H 11.33340 4.46438 -17.30084
H 12.16438 1.75682 -17.22229
H 10.58140 2.44635 -17.65320
H 12.03720 3.07055 -14.97849
H 10.69614 2.01086 -15.17262
H 9.78911 3.52997 -13.51145
H 9.35375 5.17705 -14.06042
H 10.98892 4.83867 -13.56288
```

Properties
Net charge: +1
Multiplicity: 1
LUMO (eV): -8.88

Atomic partial charges in e from the Mulliken method, atoms 1 to 8: Be 0.676; O -0.607; C 0.603; O -0.406; B 0.947; O -0.434; C 0.581; O -0.625

---

No. 2
Density functional theory data (wB97M-V/def2-TZVPD) for a cluster of 11 separate species, C70H53BrO24 in total in a non-equilibrium geometry.

The geometry in XYZ format:
```
148
C70H53BrO24 (wB97M-V/def2-TZVPD)
C 0.75650 -5.58733 1.17944
C 1.57003 -4.74667 0.13698
C 0.63469 -3.94031 -0.82507
O 0.24069 -2.76428 -0.09103
C -0.80907 -2.11600 -0.62668
C -2.00233 -2.00827 -0.03164
C -2.55512 -2.51328 1.29336
Br -1.19973 -2.73402 2.69547
C -3.43276 -3.82143 1.17837
C -3.20949 -4.63816 -0.13724
C -2.93377 -1.16872 -0.88862
O -4.04094 -0.88458 -0.68852
O -2.16903 -0.76828 -1.97479
C -0.91960 -1.35147 -1.96074
O -0.14643 -1.21970 -2.81270
H 0.97829 -5.26288 2.21628
H 1.06685 -6.64470 1.09922
H -0.33262 -5.45451 1.03242
H 2.28650 -5.32683 -0.46266
H 2.11219 -3.96605 0.71394
H 1.19532 -3.71885 -1.75625
H -0.20379 -4.61090 -1.09714
H -3.24382 -1.72609 1.65801
H -4.49048 -3.49139 1.16990
H -3.22413 -4.49141 2.02847
H -3.46486 -5.69858 0.07934
H -3.93627 -4.31877 -0.91156
H -2.17173 -4.63387 -0.50405
C -2.75455 4.77472 0.94055
C -1.76081 3.93262 1.21450
C -1.83295 2.50638 0.81952
O -0.92812 1.73399 1.07062
C -3.05072 2.05486 0.10780
C -4.04385 2.89573 -0.16606
C -3.97271 4.32156 0.22814
O -4.87825 5.08952 -0.02320
H -2.72134 5.81968 1.22140
H -0.86345 4.24568 1.73337
H -3.08456 1.01072 -0.17212
H -4.94132 2.58154 -0.68444
C -8.92769 4.86597 -0.40144
C -7.87578 4.70008 0.39857
C -7.90503 3.72130 1.51135
O -6.94773 3.56878 2.24278
C -9.14771 2.93432 1.69875
C -10.19814 3.10121 0.89895
C -10.16850 4.08021 -0.21425
O -11.12798 4.23019 -0.94532
H -8.92586 5.57574 -1.21904
H -6.96079 5.26433 0.27651
H -9.15006 2.22399 2.51597
H -11.11411 2.53575 1.02145
C 2.75737 0.25777 6.11460
C 2.73442 -0.95322 5.56295
C 1.95556 -1.22028 4.32974
O 1.93069 -2.32299 3.82497
C 1.20613 -0.08712 3.73477
C 1.23031 1.12316 4.28767
C 2.00764 1.38943 5.51890
O 2.03138 2.49579 6.02317
H 3.31911 0.47218 7.01542
H 3.27606 -1.79129 5.98323
H 0.64404 -0.30020 2.83418
H 0.68890 1.96126 3.86727
C 5.06423 6.55246 8.16482
C 6.07460 5.73624 8.45301
C 6.02473 4.29910 8.10340
O 6.94954 3.55090 8.36917
C 4.80968 3.80417 7.41881
C 3.79757 4.61765 7.12920
C 3.84733 6.05803 7.48009
O 2.92631 6.80244 7.21505
H 5.08331 7.60588 8.41314
H 6.97130 6.08048 8.95140
H 4.79198 2.75028 7.16977
H 2.90331 4.26989 6.63008
C -6.49256 -0.45672 -3.77990
C -5.49594 -1.28884 -3.48738
C -5.55004 -2.71788 -3.87045
O -4.64016 -3.47662 -3.59982
C -6.75495 -3.18744 -4.59406
C -7.75213 -2.35582 -4.88748
C -7.69825 -0.92429 -4.50358
O -8.60592 -0.16569 -4.77214
H -6.47078 0.59075 -3.50660
H -4.61010 -0.96570 -2.96180
H -6.77601 -4.23517 -4.86633
H -8.64028 -2.68054 -5.41466
C 8.26466 4.22234 5.63389
C 8.96118 3.33108 4.93177
C 9.90180 3.75559 3.86840
O 10.53590 2.94492 3.22590
C 10.03816 5.21108 3.61808
C 9.34174 6.10178 4.32036
C 8.40147 5.67546 5.38348
O 7.76669 6.48822 6.02709
H 7.57442 3.93232 6.41234
H 8.87435 2.26532 5.10197
H 10.73024 5.50270 2.83821
H 9.42808 7.16781 4.15108
C 2.60778 0.09400 -3.48148
C 2.25464 1.18442 -4.15869
C 3.26838 2.05348 -4.80124
O 2.94798 3.04870 -5.41640
C 4.69186 1.66099 -4.66231
C 5.04525 0.57048 -3.98628
C 4.02994 -0.29803 -3.34489
O 4.35327 -1.29718 -2.73286
H 1.87981 -0.54858 -3.00472
H 1.22049 1.48559 -4.26969
H 5.41836 2.30719 -5.13857
H 6.07930 0.26828 -3.87505
C 4.35619 -4.40122 -3.89000
C 5.52756 -4.28989 -4.51136
C 6.39235 -5.47005 -4.73735
O 7.46332 -5.36898 -5.30287
C 5.90418 -6.78071 -4.24776
C 4.73275 -6.89280 -3.62686
C 3.86757 -5.71082 -3.40078
O 2.79749 -5.81318 -2.83660
H 3.71229 -3.54880 -3.71514
H 5.90008 -3.34125 -4.87654
H 6.55003 -7.63193 -4.42311
H 4.35961 -7.84141 -3.26188
C 12.83307 -6.57023 -5.60236
C 13.12093 -5.72527 -4.61519
C 12.06684 -4.90028 -3.97699
O 12.33046 -4.12824 -3.07791
C 10.68177 -5.05400 -4.47929
C 10.39237 -5.89867 -5.46646
C 11.44604 -6.72334 -6.10438
O 11.18454 -7.49601 -7.00340
H 13.58913 -7.18014 -6.08084
H 14.12711 -5.60054 -4.23510
H 9.92519 -4.44432 -4.00140
H 9.38893 -6.02110 -5.84365
C -16.29300 2.59117 -0.69754
C -16.64180 3.67331 -1.38913
C -15.62233 4.53056 -2.04174
O -15.94110 5.51857 -2.67054
C -14.20206 4.13485 -1.89549
C -13.85360 3.05263 -1.20408
C -14.87125 2.19671 -0.55220
O -14.55358 1.20781 0.07813
H -17.02228 1.95373 -0.21344
H -17.67445 3.97694 -1.50688
H -13.47120 4.77090 -2.37816
H -12.82367 2.75166 -1.08759
```

Properties
Multiplicity: 1
SMILES: CCCOC1=C([C@H](Br)CC)C(=O)OC1=O.O=C1C=CC(=O)C=C1.O=C1C=CC(=O)C=C1.O=C1C=CC(=O)C=C1.O=C1C=CC(=O)C=C1.O=C1C=CC(=O)C=C1.O=C1C=CC(=O)C=C1.O=C1C=CC(=O)C=C1.O=C1C=CC(=O)C=C1.O=C1C=CC(=O)C=C1.O=C1C=CC(=O)C=C1
LUMO (eV): -1.89

Atomic partial charges in e from the Mulliken method, atoms 1 to 8: C -0.793; C -0.244; C -0.347; O -0.103; C 1.970; C -0.746; C 0.082; Br -0.099

---

Number 1: HOMO level -9.61 eV. Number 2: HOMO level -10.04 eV.